This record from OMol25 describes 2 unconnected molecules or ions with the total composition C6H4Cl2N2. The level of theory is ωB97M-V/def2-TZVPD.

```
14
Properties=species:S:1:pos:R:3
C 1.578 1.345 -1.608
C -0.841 -1.529 0.353
C -1.443 0.806 0.586
C 0.448 -1.041 0.159
C -1.824 -0.576 0.599
C 0.783 0.298 0.370
N 2.257 2.262 -1.731
N -0.195 1.135 0.543
Cl 1.675 -2.045 -0.508
Cl 2.371 0.690 0.955
H -1.078 -2.596 0.496
H -2.015 1.619 0.786
H 1.117 0.547 -1.792
H -2.833 -0.916 0.793
```

HOMO-LUMO gap	9.47	eV
relative energy (zero: lowest compared OMol25 entry of this formula, charge and spin)	34.4	kcal/mol

Atom charges from the Mulliken analysis, given in e for atoms 1 to 6: C 0.004; C -0.408; C -0.389; C 0.587; C -0.397; C -0.005

This record from OMol25 describes 2 unconnected molecules or ions with the total composition HNO3S. The level of theory is ωB97M-V/def2-TZVPD.

```
6
Properties=species:S:1:pos:R:3
N -2.149 -1.618 0.022
O -1.997 -2.652 -0.506
O -3.000 -1.134 0.669
O -1.452 0.795 -1.738
S -0.483 0.000 -0.709
H -2.015 1.416 -1.207
```

HOMO-LUMO gap (spin up / spin down)	8.14 / 8.01	eV
relative energy (zero: lowest compared OMol25 entry of this formula, charge and spin)	40.0	kcal/mol

Charges computed using Mulliken, reported in e: N 0.730; O -0.409; O -0.418; O -0.402; S 0.127; H 0.373

This record from OMol25 describes 2 unconnected molecules or ions with the total composition C3H5N2O9S. The level of theory is ωB97M-V/def2-TZVPD.

```
20
Properties=species:S:1:pos:R:3
C 0.726 -0.905 -0.139
C -0.881 1.698 1.235
C 1.174 0.574 -0.065
N 1.045 1.424 -1.027
N 2.087 0.716 1.018
O -1.947 0.276 -0.926
O 1.537 2.545 -0.968
O 0.196 1.131 -2.038
O 2.144 -0.252 1.790
O 2.643 1.772 1.238
O -3.088 -1.014 0.789
O -3.745 1.329 0.360
O -1.035 2.454 0.325
O -1.625 0.708 1.546
S -2.771 0.262 0.296
H 0.117 -1.042 0.770
H 1.568 -1.597 -0.108
H 0.014 -1.047 -0.900
H -0.055 1.769 1.974
H -0.851 1.050 -1.683
```

total charge	-1
HOMO-LUMO gap (spin up / spin down)	8.77 / 8.77	eV
relative energy (zero: lowest compared OMol25 entry of this formula, charge and spin)	6.2	kcal/mol

Atom charges from the Mulliken analysis, given in e for atoms 1 to 6: C -1.213; C 0.099; C 0.049; N 0.934; N 0.958; O -0.651

This record from OMol25 describes a single C2H4N4O molecule. The level of theory is ωB97M-V/def2-TZVPD.

```
11
Properties=species:S:1:pos:R:3
N -0.775 0.650 1.853
C -0.269 0.237 0.673
N 0.593 0.987 -0.005
N 0.791 0.184 -1.166
C 0.043 -1.199 -0.895
O 0.321 -2.080 -1.664
N -0.642 -0.992 0.210
H -0.643 1.603 2.150
H -1.544 0.123 2.235
H 0.430 0.662 -1.994
H 1.743 -0.127 -1.370
```

HOMO-LUMO gap	9.88	eV
relative energy (zero: lowest compared OMol25 entry of this formula, charge and spin)	21.4	kcal/mol

Atom charges from the Mulliken analysis, given in e for atoms 1 to 6: N -0.362; C 0.533; N -0.797; N 0.085; C 0.546; O -0.564

This record from OMol25 describes 2 unconnected molecules or ions with the total composition C11H25BClFNO2. The level of theory is ωB97M-V/def2-TZVPD.

```
42
Properties=species:S:1:pos:R:3
F 6.589 1.915 -0.363
B 6.175 1.406 -1.504
Cl 7.045 0.026 -2.157
C 4.950 2.001 -2.281
C 3.726 1.674 -1.486
C 2.815 0.460 -2.025
O 3.835 0.528 -0.810
H 4.965 3.091 -2.327
H 4.829 1.655 -3.299
H 3.191 2.500 -1.051
H 2.930 -0.629 -1.963
H 3.339 0.514 -3.007
C -2.856 0.639 2.618
C -2.481 -0.679 1.975
N -2.780 -0.787 0.495
C -4.266 -0.666 0.314
C -2.437 -2.177 0.004
C -0.976 -2.596 0.030
C -2.174 0.318 -0.348
C -0.678 0.561 -0.277
O -0.285 0.939 1.023
C 1.011 0.484 1.408
H -3.928 0.832 2.584
H -2.574 0.592 3.669
H -2.330 1.483 2.182
H -3.047 -1.488 2.441
H -1.429 -0.895 2.115
H -4.752 -1.416 0.931
H -4.499 -0.832 -0.734
H -4.585 0.328 0.603
H -2.824 -2.248 -1.012
H -3.017 -2.849 0.634
H -0.438 -2.246 -0.848
H -0.934 -3.684 -0.009
H -0.444 -2.283 0.926
H -2.694 1.227 -0.056
H -2.448 0.083 -1.377
H -0.469 1.393 -0.960
H -0.100 -0.285 -0.641
H 1.610 0.175 0.551
H 0.909 -0.356 2.104
H 1.525 1.292 1.925
```

total charge	+1
HOMO-LUMO gap	9.30	eV

Atom charges from the Mulliken analysis, given in e for atoms 1 to 6: F -0.204; B 0.542; Cl -0.220; C -0.943; C 0.466; C -0.952

This record from OMol25 describes 9 unconnected molecules or ions with the total composition C40H60N4O5. The level of theory is ωB97M-V/def2-TZVPD.

```
109
Properties=species:S:1:pos:R:3
C -2.166 -1.767 4.903
C -2.664 -1.334 6.278
C -1.736 -0.155 6.571
O -1.282 0.433 5.343
C -1.652 -0.463 4.282
H -2.926 -2.276 4.310
H -1.326 -2.460 4.950
H -2.572 -2.148 6.997
H -3.651 -0.896 6.427
H -0.862 -0.566 7.076
H -2.160 0.540 7.294
H -0.836 -0.667 3.588
H -2.490 -0.002 3.759
C -0.604 -0.358 0.320
C 0.240 0.902 0.466
C 1.282 0.641 -0.586
O 0.574 0.070 -1.697
C -0.663 -0.456 -1.214
H -1.600 -0.302 0.760
H -0.175 -1.160 0.921
H 0.650 1.257 1.412
H -0.351 1.780 0.205
H 2.041 -0.081 -0.286
H 1.849 1.548 -0.797
H -0.675 -1.474 -1.606
H -1.406 0.223 -1.633
C 1.793 -3.149 -2.221
C 0.693 -4.174 -2.464
C 1.308 -4.935 -3.627
O 2.676 -4.813 -3.488
C 2.992 -4.018 -2.404
H 1.819 -2.691 -1.232
H 1.813 -2.354 -2.965
H -0.303 -3.766 -2.636
H 0.675 -4.894 -1.646
H 1.057 -4.440 -4.565
H 0.955 -5.964 -3.556
H 3.886 -3.442 -2.643
H 3.226 -4.682 -1.572
C 1.139 -2.862 3.167
C 2.298 -3.609 2.553
C 3.312 -2.596 2.060
O 3.236 -1.580 3.021
C 1.857 -1.458 3.398
H 0.938 -3.283 4.153
H 0.208 -2.776 2.607
H 2.097 -4.280 1.718
H 2.811 -4.268 3.253
H 3.138 -2.218 1.053
H 4.351 -2.912 2.155
H 1.371 -0.741 2.737
H 1.758 -1.033 4.397
C -0.587 5.357 -1.663
C 0.317 4.089 -2.015
C 1.378 4.744 -2.866
O 1.436 6.094 -2.365
C 0.433 6.444 -1.385
H -1.221 5.189 -0.793
H -1.228 5.653 -2.494
H -0.104 3.262 -2.588
H 0.713 3.644 -1.103
H 1.100 4.760 -3.920
H 2.307 4.194 -2.719
H 0.084 7.454 -1.600
H 0.725 6.389 -0.336
N 4.778 1.236 -3.840
C 5.314 1.973 -4.794
C 4.579 2.677 -5.729
C 3.169 2.533 -5.720
C 2.543 1.734 -4.759
C 3.410 1.048 -3.837
H 6.393 1.990 -4.824
H 5.119 3.335 -6.394
H 2.586 2.950 -6.528
H 1.470 1.664 -4.861
H 2.976 0.480 -3.028
N 0.410 5.229 2.607
C -0.845 5.409 2.194
C -1.779 4.359 2.247
C -1.404 3.121 2.837
C -0.079 3.023 3.245
C 0.814 4.059 3.114
H -1.149 6.363 1.789
H -2.809 4.485 1.947
H -2.063 2.267 2.879
H 0.189 2.091 3.720
H 1.868 3.990 3.339
N -4.162 0.373 -2.338
C -4.263 0.324 -1.002
C -3.887 1.398 -0.173
C -3.390 2.550 -0.775
C -3.262 2.562 -2.141
C -3.661 1.473 -2.871
H -4.684 -0.573 -0.574
H -4.033 1.342 0.896
H -3.068 3.388 -0.175
H -2.904 3.453 -2.634
H -3.742 1.497 -3.948
N -1.978 -3.741 0.666
C -2.495 -3.510 -0.592
C -2.844 -4.584 -1.435
C -2.618 -5.907 -1.016
C -2.013 -6.130 0.241
C -1.739 -5.025 1.040
H -2.638 -2.480 -0.882
H -3.130 -4.440 -2.467
H -2.900 -6.788 -1.573
H -2.012 -7.120 0.672
H -1.364 -5.246 2.028
```

HOMO-LUMO gap	9.88	eV
relative energy (zero: lowest compared OMol25 entry of this formula, charge and spin)	19.1	kcal/mol

Atom charges from the Mulliken analysis, given in e for atoms 1 to 6: C -0.465; C -0.569; C -0.638; O -0.363; C 0.875; H 0.417

This record from OMol25 describes 2 unconnected molecules or ions with the total composition C3H11N2. The level of theory is ωB97M-V/def2-TZVPD.

```
16
Properties=species:S:1:pos:R:3
C -2.137 -2.277 -0.165
C -1.528 -2.202 -1.483
H -2.012 -3.280 0.367
H -1.632 -1.656 0.585
H -3.209 -1.962 -0.287
H -1.780 -3.048 -2.131
H -0.468 -1.918 -1.555
H -1.944 -1.200 -1.958
N 0.511 1.999 1.332
C 1.118 1.701 0.200
N 2.315 1.154 0.187
H 1.059 2.197 2.169
H -0.491 2.023 1.297
H 0.613 1.865 -0.743
H 2.803 1.040 -0.689
H 2.639 0.711 1.032
```

total charge	+2
HOMO-LUMO gap (spin up / spin down)	11.96 / 4.62	eV
relative energy (zero: lowest compared OMol25 entry of this formula, charge and spin)	49.8	kcal/mol
2S+1	2

Atom charges from the Mulliken analysis, given in e for atoms 1 to 6: C -0.596; C -0.486; H 0.376; H 0.295; H 0.359; H 0.339

This record from OMol25 describes a molecular structure, C18H20IrNO6STe. The level of theory is ωB97M-V/def2-TZVPD.

```
48
Properties=species:S:1:pos:R:3
Ir 0.268 -0.065 -0.220
O -1.419 1.240 -1.546
C -0.744 2.082 -2.486
C 0.482 2.694 -1.830
N 1.515 1.718 -1.464
C 2.122 1.046 -2.609
C 1.242 -0.097 -3.168
O 1.310 -0.352 -4.359
O 0.534 -0.727 -2.297
C 2.495 2.284 -0.512
C 2.346 1.440 0.759
O 3.294 0.734 1.126
O 1.163 1.440 1.249
H -1.736 0.455 -2.010
H -1.415 2.892 -2.783
H -0.466 1.525 -3.380
H 0.157 3.183 -0.911
H 0.893 3.450 -2.513
H 3.045 0.567 -2.280
H 2.351 1.738 -3.426
H 2.260 3.324 -0.285
H 3.512 2.214 -0.890
C -0.888 -0.132 3.169
C -1.905 -0.490 2.127
O -1.580 -0.734 0.968
C -3.333 -0.566 2.506
C -3.733 -0.675 3.838
C -5.077 -0.784 4.152
C -6.032 -0.772 3.146
C -5.642 -0.657 1.818
C -4.300 -0.563 1.499
H 0.016 0.244 2.690
H -0.641 -1.028 3.744
H -1.270 0.622 3.854
H -2.999 -0.691 4.632
H -5.380 -0.879 5.186
H -7.082 -0.849 3.397
H -6.387 -0.647 1.033
H -3.981 -0.473 0.469
Te 2.066 -1.756 1.072
C 3.444 -2.262 -0.386
C 3.241 -2.502 -1.719
C 4.420 -2.900 -2.392
C 5.501 -2.966 -1.564
S 5.088 -2.571 0.050
H 2.275 -2.400 -2.193
H 4.454 -3.121 -3.449
H 6.515 -3.235 -1.813
```

HOMO-LUMO gap (spin up / spin down)	6.63 / 7.02	eV
2S+1	5

Atom charges from the Mulliken analysis, given in e for atoms 1 to 6: Ir 1.615; O -0.590; C -0.683; C -0.863; N 0.330; C -0.863

Please write out number 7 again, unchanged.
This record from OMol25 describes 2 unconnected molecules or ions with the total composition C3H11N2. The level of theory is ωB97M-V/def2-TZVPD.

```
16
Properties=species:S:1:pos:R:3
C -2.137 -2.277 -0.165
C -1.528 -2.202 -1.483
H -2.012 -3.280 0.367
H -1.632 -1.656 0.585
H -3.209 -1.962 -0.287
H -1.780 -3.048 -2.131
H -0.468 -1.918 -1.555
H -1.944 -1.200 -1.958
N 0.511 1.999 1.332
C 1.118 1.701 0.200
N 2.315 1.154 0.187
H 1.059 2.197 2.169
H -0.491 2.023 1.297
H 0.613 1.865 -0.743
H 2.803 1.040 -0.689
H 2.639 0.711 1.032
```

total charge	+2
HOMO-LUMO gap (spin up / spin down)	11.96 / 4.62	eV
relative energy (zero: lowest compared OMol25 entry of this formula, charge and spin)	49.8	kcal/mol
2S+1	2

Atom charges from the Mulliken analysis, given in e for atoms 1 to 6: C -0.596; C -0.486; H 0.376; H 0.295; H 0.359; H 0.339